125
Properties=species:S:1:pos:R:3:forces:R:3 method="wB97M-V/def2-TZVPD" relative_energy_kcal_mol=24.8 total_charge=0 e_homo_ev=-10.301 smiles="C[C@H]1COC(=O)O1.C[C@H]1COC(=O)O1.C[C@H]1COC(=O)O1.C[C@H]1COC(=O)O1.C[C@H]1COC(=O)O1.COC(=O)OC.COC(=O)OC.CCCC#N.CCCC#N.CCCC#N" e_tot_ha=-3229.8814 homo_lumo_gap_ev=10.2 spin_multiplicity=1 e_lumo_ev=-0.1
C 3.783 -4.698 -3.581 0.421 -0.511 -1.681
H -1.977 0.664 -3.514 -1.726 0.599 -0.767
H 0.557 2.739 3.492 -0.411 0.289 -0.802
C -0.355 4.027 1.951 0.339 0.812 0.327
O 1.676 -4.441 1.271 0.005 1.622 -4.260
C 4.350 2.112 -0.724 2.984 -0.186 -2.868
H -3.680 -2.105 1.083 0.760 -0.565 -0.854
C 1.894 -4.988 -2.316 -1.120 0.584 0.304
C -4.661 -1.804 0.778 0.827 0.679 1.363
H 1.628 -1.790 -2.974 0.214 0.320 -1.648
C 2.249 5.487 -1.196 -1.833 1.262 -0.097
O -0.228 0.971 -0.654 0.803 -0.773 1.683
H 2.906 -3.628 -0.886 -0.792 0.356 -2.308
H -3.359 -0.263 2.850 -0.765 -0.570 0.455
C 3.052 2.609 0.971 -0.669 -0.226 0.252
C 0.526 -0.739 5.043 -0.255 0.879 0.529
O 0.307 -5.269 2.723 0.474 -0.056 0.984
H 3.437 0.266 -0.755 -0.042 -1.305 -0.135
H 1.501 0.782 -2.142 0.177 1.027 0.335
C -4.142 -2.660 -1.341 7.913 -1.396 2.660
H -0.343 1.229 -3.386 0.304 0.753 -0.482
H 1.919 1.030 -7.647 -1.154 -0.330 0.537
H -1.703 -0.673 3.100 0.014 -0.003 0.251
C -1.151 -0.050 -6.361 -0.431 -0.798 0.577
C 2.007 -0.685 4.696 -0.487 -1.975 2.368
H 0.288 -5.016 -0.151 0.201 -0.442 -0.595
C -1.120 0.657 -2.923 1.612 0.551 1.083
O -4.494 -3.061 -2.531 -2.571 1.208 0.836
H -0.710 1.000 -8.039 -0.407 -0.253 -1.654
O 2.669 3.195 1.925 -0.895 -0.131 0.794
H 0.434 4.060 1.210 0.881 -0.697 0.395
O -2.690 -0.306 4.875 -1.453 0.009 2.874
O -4.139 -2.088 4.528 2.163 4.842 4.335
H -1.093 2.756 4.999 0.030 -1.238 0.956
H 2.451 -0.160 5.524 0.686 0.501 0.017
H 0.947 -0.365 -5.092 0.545 -0.631 0.168
H 0.319 -1.323 5.969 0.168 0.532 -0.638
O -3.967 -1.048 6.649 4.232 4.480 -3.229
H 4.634 2.654 -1.672 -0.810 0.329 1.079
C 2.628 -1.081 2.276 -0.323 0.944 1.458
C 0.372 -4.324 0.658 1.020 2.371 -0.070
H -0.781 -0.331 -3.044 0.486 -1.689 0.532
H 3.072 4.864 -1.352 1.606 -0.702 0.028
C 1.618 -4.920 2.427 1.559 -2.286 4.274
H 0.471 -2.711 -2.012 0.628 0.342 0.037
C 3.151 1.281 -0.837 -0.959 -0.153 -2.435
O 4.678 -4.877 -4.391 -1.896 -0.145 1.754
H 1.384 0.486 3.066 0.253 -0.124 -0.318
H 0.867 4.365 -2.542 0.378 0.252 -0.119
C -1.330 1.129 -1.490 -0.905 1.123 -1.794
H -2.925 -0.269 -1.553 0.642 -0.887 0.404
O 1.886 7.816 -1.003 -0.208 -0.596 -0.307
O -1.815 -0.290 0.284 0.057 0.098 -0.146
H -1.622 2.187 -1.544 0.345 -0.102 0.260
H -0.410 1.837 -6.679 0.433 0.497 0.703
H 2.342 -1.736 4.839 0.305 0.666 -0.616
H 1.344 -0.636 -7.626 -0.420 0.917 1.129
C 2.327 6.846 -1.964 -0.285 -0.966 -0.666
H -1.414 4.232 4.396 0.042 0.398 -0.332
O 2.610 -5.119 3.128 -2.795 0.297 -0.978
C -0.574 -4.689 1.775 -0.318 2.321 -0.098
O 2.741 -5.504 -3.292 0.767 -1.728 -1.303
H -4.586 -0.734 0.748 -0.477 0.661 0.433
H -2.792 -3.900 -3.124 0.583 1.211 -0.167
C -3.632 -1.141 5.337 -2.603 -5.474 -3.771
H 0.617 3.960 -0.897 0.106 -1.140 1.167
H 0.844 -5.085 -2.664 0.543 0.689 -0.155
H 3.365 7.048 -2.225 -0.027 0.236 -0.125
C -1.510 3.898 1.082 -1.755 1.031 -0.698
H 5.191 1.439 -0.667 0.670 -0.061 0.777
C -0.415 2.931 2.988 0.346 -1.968 -0.074
H 0.121 0.303 5.140 0.148 -0.893 0.045
C -2.524 -0.082 3.510 0.480 0.070 -2.029
H 1.783 -1.662 -1.302 -0.396 -0.263 0.113
C 2.303 1.552 -2.094 -0.369 -1.844 0.268
H -0.767 -2.772 2.878 0.863 0.566 0.192
H 2.769 1.389 -3.051 1.140 -0.058 -0.124
H -3.181 -2.223 -3.915 0.431 0.159 0.367
H 1.962 2.566 -2.111 -0.557 0.396 0.224
H -5.657 -1.949 6.688 -2.284 -0.093 -0.658
H -2.173 -3.734 3.005 -0.196 -0.450 0.400
C 1.213 0.351 -7.081 -0.889 1.270 -0.999
N 2.965 -1.882 1.524 0.048 0.270 -0.200
O -2.769 -2.839 -0.956 -7.820 1.359 -1.806
H -3.266 0.972 -0.473 0.850 0.131 0.195
H -3.826 -3.764 -4.386 -1.461 0.057 -0.330
C -1.384 -3.442 2.330 -0.388 -1.638 -1.009
H -5.008 -1.584 8.295 0.376 -0.042 -0.116
C 1.576 0.343 -5.622 0.182 0.422 0.742
H 0.036 -1.204 4.217 -0.706 -0.424 -0.453
H 1.921 -5.627 -1.458 0.358 -0.397 0.670
C 2.465 -3.569 -1.985 0.966 -1.729 1.438
N -1.789 -0.795 -5.754 0.254 0.427 -0.359
C -2.405 0.364 -0.829 -3.181 0.253 0.464
C 0.937 4.741 -1.521 0.392 1.869 -0.446
C -0.528 0.067 0.351 1.044 -1.004 -0.728
H -5.221 -2.188 1.632 -1.034 0.096 -0.749
H -1.920 -2.911 1.522 0.728 -0.300 0.040
O 1.651 7.861 1.259 0.358 -1.338 -2.013
O 2.456 1.610 0.301 -2.165 0.425 2.083
N -2.401 3.813 0.344 1.038 -0.209 0.778
H 0.306 -3.261 0.273 -0.150 -1.212 0.511
C -1.432 3.183 4.096 3.426 2.255 0.272
C -4.802 -1.889 7.273 -0.044 -3.598 -0.081
C 1.894 7.243 0.237 -0.387 2.607 1.547
C -0.282 0.852 -7.090 0.890 -0.344 -0.386
H -0.192 4.963 2.516 -0.834 0.094 -0.703
H -2.392 2.989 3.891 -3.551 -1.077 -0.840
O 4.191 2.882 0.402 2.059 1.562 -0.314
H -0.710 2.009 2.413 0.554 0.429 0.796
H 3.145 0.696 3.387 -1.491 -1.443 0.034
H 1.686 6.816 -2.904 0.675 0.388 1.351
C 2.269 -0.080 3.374 2.062 1.164 -2.294
H 2.615 0.171 -5.662 1.341 -1.062 0.956
O 2.262 5.986 0.171 0.034 -2.017 -0.236
C -3.519 -3.179 -3.541 1.800 -1.800 0.327
O 3.599 -3.599 -2.909 0.323 3.249 1.354
H -4.344 -2.895 7.105 -0.526 0.256 1.153
H -1.178 -5.407 1.275 -1.118 -0.896 0.700
H 0.219 5.532 -1.416 -0.961 0.221 -0.108
O 0.276 -0.460 1.076 -0.994 1.184 -0.519
C 1.525 -2.368 -2.104 0.023 -0.642 1.463
H 1.501 1.257 -4.967 -0.359 -0.172 -1.449
H -2.315 0.968 3.320 0.265 -0.011 0.609
O -5.090 -2.165 -0.523 1.031 -1.803 -2.075